## one
This record from the Open Molecules 2025 dataset describes 2 unconnected molecules or ions with the total composition C3H8O3. The level of theory is ωB97M-V/def2-TZVPD.

ORCA input file:
```
! RIJCOSX wB97M-V def2-TZVPD def2/J DEFGRID3
* xyz 0 1
O 1.4238 0.3767 -0.9271
C 1.7976 1.1125 -0.0750
O 0.9313 1.8892 0.6089
H 2.8580 1.3374 0.2647
H 1.1803 1.9329 1.5434
C -2.1798 -0.3729 0.5990
C -1.3692 -1.0605 -0.5339
O -0.3089 -1.7463 0.1317
H -2.5423 -1.2321 1.1649
H -3.0325 0.1897 0.1290
H -1.5228 0.2228 1.3134
H -2.0592 -1.6782 -1.1173
H -1.0743 -0.2276 -1.1918
H 0.3406 -2.3787 -0.1743
*
```

Its HOMO energy is -9.92 eV. The calculation puts the gap between HOMO and LUMO at 0.3885 Ha.

---

## two
This record from the Open Molecules 2025 dataset describes 2 unconnected molecules or ions with the total composition C3H8O3. The level of theory is ωB97M-V/def2-TZVPD.

ORCA input file:
```
! RIJCOSX wB97M-V def2-TZVPD def2/J DEFGRID3
* xyz 0 1
O 0.9974 -0.1548 2.0614
C 1.6905 -0.4260 3.0592
O 1.3772 -0.0077 4.3236
H 2.7281 -0.9602 3.1140
H 0.5458 -0.3792 4.4294
C -1.4001 0.6981 -1.3314
C -0.5875 0.0081 -2.4691
O 0.3473 -0.9573 -2.0741
H -0.8567 1.6662 -0.8704
H -2.3187 1.0526 -1.8605
H -1.9155 -0.0089 -0.7448
H -0.1840 0.8211 -3.1596
H -1.1977 -0.6356 -3.1904
H 0.7739 -0.7162 -1.2874
*
```

Its HOMO energy is -9.91 eV. The calculation puts the gap between HOMO and LUMO at 0.3905 Ha.

---

Ranking the structures above by stability puts one first and two last.